No. 1
A structure of composition C36H50InN2O5PS3Te. Source: the Open Molecules 2025 dataset; level of theory: ωB97M-V/def2-TZVPD.

Cartesian coordinates (Å):
In: -0.5579 0.4040 -0.8536
C: 2.4144 -1.1790 0.9446
C: 1.3521 -0.4589 1.7153
N: 0.2577 -1.0886 1.8765
N: -0.6771 -0.4556 2.6630
C: -1.8755 -0.7030 2.3505
S: -2.4872 -1.6855 0.9852
S: -3.2185 -0.0214 3.2579
C: -2.3115 1.1108 4.3435
C: -1.6546 0.4592 5.5316
C: -2.3887 -0.3141 6.4252
C: -1.7844 -0.8596 7.5472
C: -0.4348 -0.6358 7.7892
C: 0.3040 0.1293 6.8984
C: -0.3033 0.6746 5.7750
C: 1.6155 0.9205 2.1696
C: 2.6936 1.1704 3.0163
C: 2.9699 2.4443 3.4848
C: 2.1606 3.4968 3.0519
C: 1.1017 3.2642 2.1939
C: 0.7869 1.9686 1.7305
O: -0.2118 1.7627 0.9160
H: 2.2132 -2.2481 0.9272
H: 3.4003 -0.9778 1.3650
H: 2.4119 -0.8077 -0.0832
H: -3.0795 1.8189 4.6610
H: -1.5758 1.6264 3.7267
H: -3.4411 -0.4964 6.2353
H: -2.3685 -1.4534 8.2391
H: 0.0359 -1.0530 8.6703
H: 1.3573 0.3092 7.0747
H: 0.2793 1.2695 5.0788
H: 3.2985 0.3335 3.3513
H: 3.7889 2.6156 4.1707
H: 2.3720 4.5092 3.3768
H: 0.4839 4.0853 1.8468
C: -0.2574 0.8615 -4.6642
C: 1.0187 0.7245 -3.8652
C: 1.6615 -0.5167 -3.8354
C: 1.1250 -1.6381 -4.6945
C: 2.8310 -0.6828 -3.0873
C: 3.5148 -2.0316 -3.0824
C: 3.3517 0.3937 -2.3585
C: 4.6843 0.2478 -1.6528
C: 2.7010 1.6357 -2.3758
C: 3.2451 2.7821 -1.5493
C: 1.5652 1.8150 -3.1756
C: 0.9703 3.1978 -3.3570
H: -0.0639 0.8505 -5.7412
H: -0.7979 1.7739 -4.4275
H: -0.9297 0.0296 -4.4486
H: 1.2573 -1.3996 -5.7543
H: 0.0574 -1.7918 -4.5257
H: 1.6189 -2.5839 -4.4964
H: 2.8469 -2.7908 -2.6684
H: 4.4274 -2.0337 -2.4957
H: 3.7841 -2.3390 -4.0956
H: 5.4934 0.2209 -2.3881
H: 4.7460 -0.6662 -1.0667
H: 4.8864 1.0736 -0.9770
H: 4.1697 3.1841 -1.9733
H: 3.4601 2.4595 -0.5293
H: 2.5309 3.5960 -1.4660
H: 0.2098 3.4275 -2.6021
H: 0.5097 3.2991 -4.3363
H: 1.7388 3.9649 -3.2933
C: -2.7742 -2.6517 -3.7431
C: -1.5011 -2.5534 -2.9409
O: -1.5518 -3.5792 -1.9142
P: -0.3627 -3.6896 -0.8606
O: 0.6515 -2.6346 -1.0045
Te: -1.4644 -3.8344 1.3005
O: 0.2285 -5.1525 -1.0266
C: -0.3481 -6.2370 -1.7854
C: 0.7437 -6.8731 -2.6117
H: -2.7708 -1.8995 -4.5330
H: -3.6413 -2.4877 -3.1026
H: -2.8652 -3.6379 -4.2001
H: -1.4005 -1.5797 -2.4631
H: -0.6201 -2.7137 -3.5631
H: -1.1512 -5.8580 -2.4146
H: -0.7721 -6.9505 -1.0784
H: 1.1623 -6.1503 -3.3129
H: 0.3360 -7.7148 -3.1745
H: 1.5475 -7.2360 -1.9711
O: -2.8649 1.1713 0.0223
S: -3.0271 2.1416 1.1792
C: -4.8241 2.4094 1.2097
C: -5.1099 3.3808 0.0729
C: -4.0813 4.4928 0.2668
C: -2.7322 3.7977 0.4597
H: -5.0853 2.8328 2.1833
H: -5.2745 1.4243 1.1034
H: -6.1336 3.7544 0.0912
H: -4.9416 2.8739 -0.8792
H: -4.3339 5.0627 1.1639
H: -4.0507 5.1890 -0.5713
H: -2.0417 4.3378 1.1063
H: -2.2290 3.5665 -0.4785

Summary:
HOMO = -7.141 eV
HOMO-LUMO gap = 7.02 eV
energy relative to the best compared isomer or geometry (same formula, charge and spin) = 264.8 kJ/mol
LUMO = -0.1 eV

Results of the Mulliken charge analysis, in e, for atoms 1 through 4: 1.71, -0.90, -1.11, -0.01



No. 2
A structure of composition C36H51AsBiN8OS2. Source: the Open Molecules 2025 dataset; level of theory: ωB97M-V/def2-TZVPD.

Cartesian coordinates (Å):
Bi: 0.3897 -0.7044 0.3215
C: 2.7469 0.7841 2.3246
N: 2.5899 -0.3853 3.1679
C: 3.5586 -0.7037 4.2228
C: 2.7539 -1.5956 5.1800
N: 1.4641 -1.7490 4.4943
C: 0.5434 -2.8042 4.8785
C: 1.4151 -1.0038 3.3864
N: 0.3864 -0.8600 2.5511
C: -1.0111 -0.9243 2.9739
C: -1.8107 -1.9432 2.1668
N: -1.3465 -1.9937 0.7550
C: -1.7773 -3.0453 0.0292
N: -1.0344 -3.7330 -0.8465
C: 0.3635 -3.5457 -1.1725
C: -1.7767 -4.8716 -1.4016
C: -3.1471 -4.7585 -0.7225
N: -3.0055 -3.5705 0.1284
C: -4.1897 -2.8672 0.6061
H: 3.4069 1.4960 2.8197
H: 1.7769 1.2648 2.1830
H: 3.1823 0.5334 1.3536
H: 3.8916 0.2163 4.7023
H: 4.4302 -1.2121 3.8121
H: 2.6170 -1.1459 6.1628
H: 3.2122 -2.5749 5.3113
H: 1.1138 -3.6024 5.3498
H: 0.0532 -3.2138 3.9970
H: -0.2056 -2.4585 5.5914
H: -1.4409 0.0635 2.8029
H: -1.1201 -1.1389 4.0347
H: -2.8535 -1.6435 2.2428
H: -1.7182 -2.9462 2.5915
H: 0.5619 -2.5525 -1.5846
H: 0.6151 -4.2472 -1.9655
H: 1.0158 -3.7625 -0.3204
H: -1.2673 -5.7991 -1.1419
H: -1.8325 -4.7981 -2.4875
H: -3.3903 -5.6338 -0.1227
H: -3.9513 -4.6002 -1.4404
H: -5.0386 -3.2013 0.0133
H: -4.0711 -1.7940 0.4625
H: -4.4058 -3.0823 1.6513
C: 1.1575 -2.2521 -4.6279
N: -0.1747 -1.6885 -4.8053
C: -0.9843 -1.9238 -5.9063
C: -2.1065 -1.1955 -5.7452
N: -1.9664 -0.5297 -4.5441
C: -0.7842 -0.8258 -3.9740
S: -0.1872 -0.1345 -2.5276
H: 1.0980 -3.3387 -4.6179
H: 1.5672 -1.8897 -3.6885
H: 1.7988 -1.9359 -5.4481
H: -0.6833 -2.5796 -6.7041
H: -2.9736 -1.0916 -6.3720
H: -2.6062 0.1422 -4.1486
C: 4.7005 -0.0607 -1.1956
S: 3.5265 -1.4081 -0.9457
C: 4.6583 -2.7589 -0.5479
H: 5.2749 0.1228 -0.2889
H: 4.1262 0.8289 -1.4534
H: 5.3728 -0.3005 -2.0166
H: 5.2859 -2.9846 -1.4071
H: 4.0633 -3.6362 -0.3021
H: 5.2795 -2.4972 0.3063
O: -0.7876 1.0338 0.5533
As: -0.7228 2.6669 0.0014
C: -1.3603 3.7129 1.4524
C: -1.0589 5.0730 1.4730
C: -1.5949 5.8677 2.4742
C: -2.4219 5.3058 3.4381
C: -2.7227 3.9504 3.4077
C: -2.1955 3.1464 2.4087
C: -1.8785 2.8132 -1.5010
C: -1.8046 3.9435 -2.3075
C: -2.6983 4.0808 -3.3606
C: -3.6570 3.1032 -3.5871
C: -3.7299 1.9818 -2.7670
C: -2.8363 1.8295 -1.7177
C: 1.0614 3.1964 -0.3931
C: 1.5386 3.2001 -1.7016
C: 2.8425 3.6088 -1.9436
C: 3.6561 4.0048 -0.8904
C: 3.1757 4.0009 0.4145
C: 1.8728 3.6031 0.6684
H: -0.4101 5.5126 0.7240
H: -1.3694 6.9250 2.5027
H: -2.8391 5.9312 4.2159
H: -3.3755 3.5244 4.1575
H: -2.4403 2.0930 2.3661
H: -1.0637 4.7131 -2.1252
H: -2.6528 4.9553 -3.9951
H: -4.3636 3.2240 -4.3976
H: -4.5006 1.2397 -2.9339
H: -2.8744 0.9587 -1.0751
H: 0.9042 2.8927 -2.5216
H: 3.2193 3.6329 -2.9573
H: 4.6666 4.3380 -1.0878
H: 3.8065 4.3369 1.2268
H: 1.4782 3.6450 1.6771

Summary:
HOMO = -15.102 eV
HOMO-LUMO gap = 7.86 eV
energy relative to the best compared isomer or geometry (same formula, charge and spin) = 27.6 kJ/mol
charge = +3
LUMO = -7.2 eV

Results of the Mulliken charge analysis, in e, for atoms 1 through 4: 1.61, -1.14, 0.24, -0.59